(1)
A single C6H8O3 molecule. Source: OMol25; level of theory: wB97M-V/def2-TZVPD.

```
17
Properties=species:S:1:pos:R:3
O -0.48391 -1.14035 -1.04550
O -0.19157 0.99770 -1.01713
O 1.00330 -1.48180 0.48995
C -0.77722 -0.01075 -0.19005
C 1.16230 0.57448 -0.91110
C 1.32735 0.91685 0.62943
C -2.18335 0.03544 0.23954
C 0.92514 -0.99610 -0.87786
C 0.35804 -0.29883 0.97559
H -2.31087 -1.13141 0.49950
H -2.27882 0.74349 1.06585
H 1.84813 0.89683 -1.70661
H 0.86813 1.94584 0.70102
H 2.29246 0.71516 1.32981
H -0.12494 -0.48982 1.96708
H 1.56103 -1.41922 -1.61825
H -2.99521 0.14249 -0.53128
```

The HOMO energy is -9.78 eV. Its structure (SMILES) is C[C@]12O[C@@H]3O[C@H]1C[C@@H]3O2.

Atom charges from the Löwdin analysis, given in e for atoms 1 to 5: O 0.02; O -0.02; O 0.00; C -0.48; C -0.18

***

(2)
A molecular structure, C6H8O3. Source: OMol25; level of theory: wB97M-V/def2-TZVPD.

```
17
Properties=species:S:1:pos:R:3
O -1.64171 0.59775 -0.21790
O 2.40536 1.29989 1.10047
O -1.17552 2.82688 0.01252
C -0.50439 -0.31624 -0.22841
C 0.46436 0.92529 -0.04691
C -0.61181 -1.31007 0.90860
C -0.86992 1.68198 -0.05971
C 1.15719 0.88621 1.25718
C -0.34504 -0.98282 -1.58144
H -1.16230 -1.68280 -1.74729
H 0.30416 -1.88986 0.97674
H 1.09588 1.17864 -0.90523
H 2.87134 1.31787 1.95202
H -1.44863 -1.98157 0.72570
H 0.59726 -1.52090 -1.61296
H -0.77605 -0.78697 1.84591
H -0.36018 -0.24328 -2.37927
```

The HOMO energy is -8.99 eV.

Atom charges from the Löwdin analysis, given in e for atoms 1 to 5: O 0.10; O 0.04; O 0.16; C -0.48; C -0.14

***

Q: Which of them is the least stable? A: (1).

***

(1)
A single CH2O2S2 molecule. Source: OMol25; level of theory: wB97M-V/def2-TZVPD.

```
7
Properties=species:S:1:pos:R:3
S 0.19967 -1.30039 1.71829
S 1.62709 -1.41913 0.03634
O -0.85841 -2.27395 1.68376
O 2.88281 -0.65930 0.19787
C 0.19298 -0.27457 0.12289
H -0.74439 -0.25431 -0.38470
H 0.31696 0.68597 0.55784
```

The HOMO energy is -9.40 eV. Its structure (SMILES) is O=S1#S(=O)C1.

Atom charges from the Löwdin analysis, given in e for atoms 1 to 5: S 0.76; S 0.77; O -0.56; O -0.56; C -0.48

***

(2)
2 unconnected molecules or ions with the total composition CH2O2S2. Source: OMol25; level of theory: wB97M-V/def2-TZVPD.

```
7
Properties=species:S:1:pos:R:3
S -1.55881 1.18532 -0.93961
S 0.87281 -0.66522 -0.90042
O 1.02461 -1.29799 1.39563
O -0.04822 -0.67718 2.01830
C -0.25304 0.32275 -1.44265
H -1.81223 1.99629 -1.96410
H 1.77487 -0.86398 1.83286
```

The HOMO energy (alpha / beta) is -9.78 / -7.22 eV.

Atom charges from the Löwdin analysis, given in e for atoms 1 to 5: S 0.74; S 0.76; O -0.25; O -0.13; C -1.09

***

Q: Which of them is the least stable? A: (2).

***

(1)
2 unconnected molecules or ions with the total composition C11H15NO. Source: OMol25; level of theory: wB97M-V/def2-TZVPD.

```
28
Properties=species:S:1:pos:R:3
O 1.85844 -1.91566 -0.64847
N 0.83916 1.67909 1.30032
C -0.03754 0.29914 -2.44374
C 0.44899 -2.52165 1.23986
C -1.38529 1.23454 0.87641
C -0.44939 1.72273 1.88089
C 1.71519 0.93700 -0.90575
C 1.13740 -2.97317 -0.10211
C 1.39605 0.67840 -2.16953
C -0.63518 1.01961 -0.31356
C -2.74211 1.55635 1.06712
C -1.02250 0.49246 -1.53967
C 0.75933 1.28167 -0.05099
H -0.44318 2.00473 2.97148
H -3.15031 2.39792 0.36597
H -3.15756 2.01472 1.97718
H -0.15369 0.14669 -3.47793
H 1.31666 -1.86114 1.71834
H -0.42221 -1.82199 1.07943
H 2.71610 1.18733 -0.50665
H 0.24064 -3.03058 -0.74914
H -3.48224 0.82983 0.80642
H 1.79551 -3.86725 0.09881
H -2.14838 0.33574 -1.68641
H 1.59158 2.34879 1.50594
H 0.07756 -3.28370 1.92927
H 2.10036 0.48861 -2.93138
H 1.23660 -1.38018 -1.29212
```

The HOMO energy is -7.83 eV. Its structure (SMILES) is Cc1c[nH]c2ccccc12.CCO.

Atom charges from the Löwdin analysis, given in e for atoms 1 to 5: O -0.13; N 0.05; C -0.08; C -0.10; C -0.25

***

(2)
A single C11H15NO molecule. Source: OMol25; level of theory: wB97M-V/def2-TZVPD.

```
28
Properties=species:S:1:pos:R:3
O 1.06641 -3.81475 1.09362
N 1.70163 -1.99792 -0.09732
C -0.95908 0.48852 0.05891
C 1.49511 0.25839 0.83080
C 1.64940 -0.22787 -1.73531
C -1.42075 1.56917 1.10684
C -1.69501 0.31628 -1.05320
C 0.17065 -0.35215 0.52134
C 0.91404 -2.63321 0.76008
C -2.79397 1.27239 -1.42678
C -0.11029 -1.70528 1.22393
C 2.08778 1.29604 1.38911
C 1.37745 -0.59316 -0.32986
H -2.57046 1.35988 -2.45373
H -1.36289 1.21937 2.08334
H -1.18017 -2.13030 1.00230
H 1.66807 1.90033 2.26346
H 3.19790 1.42253 1.40078
H -1.39051 -0.30902 -1.88488
H -0.86495 2.52932 0.92724
H 1.25652 -1.09127 -2.34506
H 1.39093 0.88029 -1.97137
H -2.47656 1.61813 0.96395
H 2.80108 -0.22584 -1.93076
H -3.81367 0.99630 -1.42546
H -0.10210 -1.71594 2.28774
H 2.60807 -2.45767 -0.35573
H -2.64464 2.12742 -0.90397
```

The HOMO energy is -9.01 eV. Its structure (SMILES) is C=C1[C@]2(/C(C)=C/C)CC(=O)N[C@]12C.

Atom charges from the Löwdin analysis, given in e for atoms 1 to 5: O 0.03; N 0.15; C -0.20; C -0.14; C -0.02

***

(3)
A single C11H15NO molecule. Source: OMol25; level of theory: wB97M-V/def2-TZVPD.

```
28
Properties=species:S:1:pos:R:3
O -2.97470 -0.09200 -0.05587
N -0.76726 -0.08416 1.76326
C 3.41159 -1.04578 -0.47663
C 1.39794 0.72078 0.19342
C -1.88223 0.63067 -0.45264
C 2.68785 1.27803 -0.21509
C 2.33293 -1.51453 0.07949
C 3.64340 0.34164 -0.62052
C 0.34052 1.73309 0.39521
C -0.97342 1.04625 0.82865
C -3.80815 -0.74584 -1.03695
C 1.24413 -0.67066 0.34289
C 0.03894 -1.24392 1.16032
H 4.57109 0.66268 -1.20167
H 0.21561 2.21594 -0.63242
H -3.32843 -1.76112 -1.43161
H -3.94741 -0.08672 -2.11977
H -4.79475 -1.07023 -0.51527
H -1.45439 0.11475 -1.32373
H 0.61515 2.42333 1.14779
H -1.67346 1.68945 1.45558
H -2.32617 1.56098 -0.91300
H -1.67096 -0.43733 1.88161
H -0.56592 -1.80682 0.47091
H 0.54251 -1.92059 1.95795
H 4.05998 -1.81981 -0.93665
H 2.26105 -2.48261 0.57879
H 2.80457 2.36453 -0.32408
```

The HOMO energy is -8.70 eV. Its structure (SMILES) is COC[C@@H]1Cc2ccccc2CN1.

Atom charges from the Löwdin analysis, given in e for atoms 1 to 5: O -0.25; N -0.01; C -0.14; C -0.17; C -0.23

***

(4)
2 unconnected molecules or ions with the total composition C11H15NO. Source: OMol25; level of theory: wB97M-V/def2-TZVPD.

```
28
Properties=species:S:1:pos:R:3
O 2.20519 3.92650 -0.82610
N -2.40159 -1.85227 0.48698
C -0.44210 -2.84045 0.14798
C 1.54205 3.14553 -1.79965
C -0.16064 -1.52427 0.63843
C 0.96130 -0.73269 0.85325
C -1.81381 -3.05064 0.13741
C -0.42248 1.01593 1.67057
C 0.90344 0.51000 1.39347
C -1.58673 0.30107 1.56398
C 0.04175 2.98670 -1.56771
C 0.52409 -3.94988 -0.20111
C -1.49284 -0.96250 0.92404
H 0.37561 -4.23869 -1.23818
H -3.33114 -1.46383 0.42734
H -0.14614 2.54015 -0.55354
H -0.52749 2.35651 -2.25585
H 1.93471 -1.18377 0.68010
H 2.41718 3.54621 0.02804
H -2.52993 0.76676 1.70260
H -2.48644 -3.84746 -0.15196
H -0.39567 2.05166 1.99215
H -0.41511 3.96037 -1.58185
H 0.20784 -4.80869 0.38890
H 1.66172 1.16429 1.74778
H 2.00150 2.14780 -1.80018
H 1.52765 -3.58817 -0.06000
H 1.84807 3.62386 -2.74686
```

The HOMO energy is -7.89 eV. Its structure (SMILES) is Cc1c[nH]c2ccccc12.CCO.

Atom charges from the Löwdin analysis, given in e for atoms 1 to 5: O -0.09; N 0.05; C -0.23; C -0.32; C -0.11

***

Q: Which of them is the least stable? A: (2).

***

(1)
A single C6H11ClSi molecule. Source: OMol25; level of theory: wB97M-V/def2-TZVPD.

```
19
Properties=species:S:1:pos:R:3
Cl 3.58713 0.69500 -1.14917
Si -0.59504 -0.15164 -0.14136
C -0.71838 1.46398 -1.12654
C 2.13694 1.11935 1.37498
C 1.51223 -0.16988 0.85117
C 2.53870 0.65560 0.17339
C -1.82580 -0.39674 1.35683
C -0.55542 -1.74745 -1.27586
H 2.19203 1.69869 2.22465
H -1.66989 2.10052 -0.85971
H -2.85814 -0.00519 1.07055
H -0.83423 1.12091 -2.11233
H -1.78127 -1.46002 1.47624
H 0.15589 2.17804 -0.85079
H -1.51744 0.10150 2.16054
H 0.43214 -1.84982 -1.74189
H -1.16348 -1.82591 -2.18563
H 1.87975 -1.09407 1.32049
H -0.91572 -2.43287 -0.56554
```

The HOMO energy is -7.75 eV. Its structure (SMILES) is C[Si](C)(C)[C@@H]1C=C1Cl.

Atom charges from the Löwdin analysis, given in e for atoms 1 to 5: Cl 0.67; Si 0.72; C -0.22; C -0.03; C -0.25

***

(2)
2 unconnected molecules or ions with the total composition C6H11ClSi. Source: OMol25; level of theory: wB97M-V/def2-TZVPD.

```
19
Properties=species:S:1:pos:R:3
Cl 5.20281 0.59116 0.27294
Si -0.51874 0.31205 -0.04598
C 0.32868 -1.35387 -0.03174
C -2.29898 0.50262 0.43751
C 1.75917 -1.38674 -0.48156
C 0.52990 1.81673 -0.49548
C -2.94465 1.67128 0.53029
C -0.30270 -2.45397 0.38933
H -0.04440 2.73957 -0.46031
H -3.98032 1.72261 0.82248
H -1.32269 -2.43792 0.73244
H 1.37126 1.92101 0.18931
H -2.46800 2.61480 0.32396
H 1.91092 -0.80748 -1.39021
H 0.18896 -3.41045 0.41663
H 2.07738 -2.40892 -0.66208
H 0.94955 1.72544 -1.49485
H -2.85403 -0.39855 0.66984
H 2.41590 -0.95935 0.27747
```

The HOMO energy is -6.12 eV.

Atom charges from the Löwdin analysis, given in e for atoms 1 to 5: Cl -0.89; Si 1.05; C -0.40; C -0.23; C -0.11

***

Q: Which of them is the least stable? A: (1).

***

(1)
A single C2H4N2S2 molecule. Source: OMol25; level of theory: wB97M-V/def2-TZVPD.

```
10
Properties=species:S:1:pos:R:3
S -0.77697 -0.14765 -2.18056
S 1.10225 1.14577 1.59969
N -0.04235 -0.31707 -0.52992
N -0.33152 -1.24146 1.61045
C -0.47680 -1.30750 0.35574
C 0.61825 0.81369 0.00126
H -1.81513 0.66095 -1.61691
H -1.07732 -2.03853 2.16847
H -1.36120 -2.14921 -0.13882
H 0.81763 1.42944 -0.82464
```

The HOMO energy is -7.92 eV. Its structure (SMILES) is [H]/N=C/N(S)C=S.

Atom charges from the Löwdin analysis, given in e for atoms 1 to 5: S 0.76; S 0.60; N -0.51; N -0.02; C -0.43

***

(2)
A single C2H4N2S2 molecule. Source: OMol25; level of theory: wB97M-V/def2-TZVPD.

```
10
Properties=species:S:1:pos:R:3
S -1.20486 -1.70784 0.16892
S -1.60409 0.49904 0.48093
N -0.40400 0.80910 1.38292
N -1.30188 1.16053 -1.03166
C 0.64441 -0.13831 1.36585
C 0.31379 -1.39368 0.99043
H 1.62601 0.10752 1.74908
H 1.00774 -2.26607 1.13468
H -1.39856 0.60458 -1.84670
H -0.58756 1.86638 -0.98995
```

The HOMO energy is -7.85 eV.

Atom charges from the Löwdin analysis, given in e for atoms 1 to 5: S 0.60; S 0.73; N -0.40; N -0.25; C -0.33

***

(3)
A single C2H4N2S2 molecule. Source: OMol25; level of theory: wB97M-V/def2-TZVPD.

```
10
Properties=species:S:1:pos:R:3
S -0.11133 1.46873 -0.24402
S -2.23471 -0.72681 0.02098
N 1.55730 -1.12244 -0.84856
N 0.95536 0.57247 0.85502
C 1.07886 -0.83310 0.26843
C -1.61222 0.74518 -0.24743
H 0.18397 0.33960 1.59631
H 1.02985 -1.65994 0.99628
H 1.58505 -0.11759 -1.55734
H -2.43213 1.33390 -0.83967
```

The HOMO energy is -9.04 eV. Its structure (SMILES) is [H]/N=C\NSC=S.

Atom charges from the Löwdin analysis, given in e for atoms 1 to 5: S 0.85; S 0.62; N 0.05; N -0.29; C -0.45

***

Q: Which of them is the least stable? A: (1).